The following is a DFT calculation (ωB97M-V with the def2-TZVPD basis set) of a 6-piece molecular cluster, C30H70N2O6 overall at a distorted geometry.

Summary:
HOMO in eV: -7.991
SMILES: CC1(C)CCCC(C)(C)N1O.CC1(C)CCCC(C)(C)N1O.CC(C)O.CC(C)O.CC(C)O.CC(C)O
Calculated total energy in Ha: -1745.8763

Atoms and positions in Å:
C1 -2.805819 2.249155 -3.788103
C2 -3.376360 1.122771 -2.944069
C3 -4.330804 0.278796 -3.807647
C4 -2.230454 0.291897 -2.400140
C5 -2.637563 -0.606332 -1.247816
C6 -3.222446 0.253094 -0.105599
C7 -4.429263 1.057606 -0.560887
C8 -5.639450 0.134031 -0.699014
C9 -4.722738 2.100803 0.535317
N1 -4.073952 1.732299 -1.807489
O1 -5.069290 2.665998 -2.202884
H1 -3.508758 2.765117 -4.444988
H2 -2.346888 3.004672 -3.148208
H3 -2.038198 1.887640 -4.479649
H4 -4.630582 -0.684168 -3.393156
H5 -5.233175 0.827022 -4.081660
H6 -3.841775 0.053585 -4.762694
H7 -1.802872 -0.279475 -3.227183
H8 -1.461794 0.956820 -1.992515
H9 -3.375765 -1.379950 -1.496410
H10 -1.818676 -1.260359 -0.930146
H11 -2.387724 0.915125 0.150316
H12 -3.487934 -0.437206 0.695350
H13 -6.016666 -0.124017 0.291317
H14 -5.451893 -0.762036 -1.291208
H15 -6.429475 0.646106 -1.255900
H16 -3.950172 2.873814 0.466305
H17 -4.704471 1.626980 1.513990
H18 -5.662924 2.632547 0.385867
H19 -4.738846 3.476346 -1.799977
C10 3.368032 -1.332863 -3.743323
C11 2.250593 -1.196685 -2.662696
C12 2.711597 -0.120371 -1.672529
C13 0.967401 -0.634243 -3.290182
C14 0.176660 -1.718921 -4.026191
C15 -0.176175 -2.819338 -3.009063
C16 1.083357 -3.463800 -2.393864
C17 0.608265 -4.270814 -1.180773
C18 1.786094 -4.404431 -3.364913
N2 1.946720 -2.388893 -1.890375
O2 3.042385 -2.891846 -1.170787
H20 3.554532 -0.397847 -4.257828
H21 4.198468 -1.731620 -3.157729
H22 3.064348 -2.111510 -4.442511
H23 2.811279 0.879299 -2.103582
H24 2.011422 -0.009293 -0.837299
H25 3.685624 -0.321310 -1.214472
H26 0.354173 -0.107915 -2.553027
H27 1.228447 0.147247 -4.009546
H28 -0.727565 -1.347160 -4.506112
H29 0.812793 -2.211707 -4.764762
H30 -0.653980 -3.642013 -3.548981
H31 -0.858386 -2.398756 -2.270107
H32 0.012542 -5.132687 -1.500061
H33 -0.035276 -3.758376 -0.465911
H34 1.490926 -4.679901 -0.686267
H35 2.153886 -3.919312 -4.270714
H36 1.171234 -5.239535 -3.710827
H37 2.656050 -4.866398 -2.892129
H38 2.983950 -2.473969 -0.297966
C19 0.501537 5.704851 0.416167
C20 0.570297 4.316833 -0.171936
C21 -0.695972 3.947771 -0.924005
O3 1.644496 4.224242 -1.110410
H39 0.592516 6.461486 -0.372368
H40 1.276954 6.062376 1.105161
H41 -0.430010 5.869262 0.964461
H42 0.719128 3.615278 0.657123
H43 -0.549895 2.930733 -1.293897
H44 -0.971433 4.596973 -1.755451
H45 -1.579569 3.946672 -0.279694
H46 2.452321 4.487865 -0.656057
C22 -0.410000 -0.610184 2.423766
C23 0.153359 0.682191 1.841646
C24 -0.287326 1.925890 2.640004
O4 1.578829 0.531873 1.883896
H47 -0.153211 -0.676191 3.477271
H48 0.031841 -1.394302 1.800905
H49 -1.479433 -0.674350 2.222339
H50 -0.265345 0.756975 0.834652
H51 0.539050 2.551285 2.970557
H52 -0.859667 1.639410 3.521936
H53 -0.953605 2.511368 2.001521
H54 1.952634 0.983979 1.117685
C25 0.992763 1.238097 5.786812
C26 2.431464 1.568920 6.164350
C27 3.150367 0.393948 6.814139
O5 3.082766 1.942081 4.935972
H55 0.527475 2.123876 5.360565
H56 0.360560 1.066380 6.666932
H57 1.029767 0.369815 5.132118
H58 2.384834 2.391702 6.884564
H59 2.443636 -0.025004 7.540246
H60 4.051423 0.626467 7.384011
H61 3.434082 -0.431928 6.157346
H62 3.634530 1.201309 4.672362
C28 3.886388 -3.975209 2.254567
C29 2.799748 -2.977794 2.609985
C30 2.659106 -2.622545 4.074323
O6 3.096959 -1.804819 1.848710
H63 4.883086 -3.550422 2.276365
H64 3.637652 -4.272168 1.225482
H65 3.773015 -4.954525 2.724084
H66 1.796319 -3.357167 2.371287
H67 3.571722 -2.788330 4.666047
H68 1.993588 -3.280374 4.644937
H69 2.346534 -1.588000 4.214736
H70 2.402050 -1.140309 1.998197

Forces on the atoms, in the same order (eV/Å):
C 0.439 0.517 -0.613
C -1.334 0.014 -0.033
C 0.209 -0.202 -0.781
C 0.000 -0.419 0.308
C -0.763 -0.667 0.264
C 1.193 -0.812 -1.055
C -0.397 -0.368 -0.036
C -0.522 0.162 -0.393
C 0.264 0.414 -0.759
N 0.955 0.873 0.840
O 0.047 -0.434 0.004
H -0.370 -0.157 0.323
H 0.055 -0.077 0.034
H 0.081 -0.226 0.218
H 0.098 0.113 0.292
H 0.017 0.152 0.268
H 0.067 -0.041 0.060
H -0.034 0.146 0.140
H 0.022 0.119 -0.270
H -0.165 0.321 -0.505
H 0.288 0.597 0.335
H -0.328 0.188 0.579
H -0.038 0.394 0.348
H -0.069 -0.198 -0.076
H 0.247 -0.110 0.285
H -0.029 0.173 0.261
H 0.157 -0.138 0.304
H -0.035 0.055 0.064
H -0.177 -0.304 0.023
H -0.148 0.121 -0.212
C -0.891 -1.261 1.151
C 0.356 1.442 -0.270
C 0.497 0.447 0.745
C -0.327 -0.198 -0.814
C 0.316 -0.643 0.968
C 0.440 -0.010 -1.120
C -0.650 0.550 0.720
C 0.218 -0.964 -0.095
C 0.480 -0.466 -0.438
N -1.181 0.296 0.325
O 0.541 -0.029 -0.296
H 0.229 0.085 0.093
H 0.465 0.282 -0.506
H 0.187 0.204 -0.271
H -0.134 -0.156 -0.407
H -0.192 -0.250 -0.137
H -0.040 -0.277 -0.157
H 0.012 -0.430 0.169
H 0.298 0.005 0.057
H 0.121 0.060 -0.163
H -0.070 0.369 -0.339
H -0.395 0.091 0.185
H 0.178 -0.290 0.195
H 0.095 0.032 -0.233
H 0.299 0.520 -0.072
H -0.152 0.052 0.244
H -0.090 0.152 0.113
H -0.292 0.142 0.205
H 0.009 0.169 0.122
H -0.035 -0.004 0.124
C -0.100 1.467 0.137
C 0.083 0.548 0.062
C -0.203 -0.511 0.230
O 0.061 -0.206 0.176
H -0.492 -0.224 -0.208
H 0.271 -0.904 0.079
H -0.079 -0.066 -0.186
H -0.003 -0.225 -0.166
H -0.207 0.051 -0.184
H 0.522 0.152 -0.066
H 0.186 -0.120 0.229
H -0.006 -0.017 -0.081
C 0.213 0.274 -1.109
C -0.446 0.032 1.092
C -0.521 -0.132 -0.421
O -0.168 0.158 -0.613
H -0.128 -0.335 0.040
H 0.075 -0.322 0.489
H -0.109 0.143 0.463
H 0.633 0.065 -0.318
H 0.154 -0.108 -0.144
H 0.028 -0.009 0.037
H 0.004 0.206 0.173
H 0.127 0.008 0.156
C -0.008 0.251 0.918
C -0.001 -0.624 -0.588
C -0.422 -0.373 0.939
O 0.098 0.523 0.606
H 0.196 -0.165 -0.615
H 0.285 -0.479 0.023
H -0.474 0.103 -0.190
H 0.483 0.257 -0.340
H 0.181 -0.133 0.015
H -0.018 0.449 -0.169
H -0.289 0.185 -0.402
H 0.019 0.020 -0.090
C -1.373 -0.781 -1.179
C -0.221 0.345 0.508
C 0.815 -0.427 1.539
O -0.181 -0.329 -0.245
H 0.070 -0.042 0.300
H 0.530 0.343 -0.175
H 0.299 0.341 0.749
H 0.225 -0.175 -0.688
H 0.297 0.482 -0.456
H -0.462 0.092 -0.516
H -0.120 -0.017 -0.032
H 0.152 0.097 -0.094



The following is a DFT calculation (ωB97M-V with the def2-TZVPD basis set) of a 2-piece molecular cluster, C10H16BFN2O4 overall at a distorted geometry.

Summary:
HOMO in eV: -4.517
Calculated total energy in Ha: -925.7424

Atoms and positions in Å:
C1 -0.547670 2.370425 -1.032197
N1 0.705417 1.593152 -0.803107
C2 1.030169 0.808671 -2.010659
B1 0.658828 0.841867 0.375494
O1 -0.001788 1.305079 1.499150
C3 1.423994 -0.553065 0.560010
C4 2.731610 -0.601168 1.015471
N2 3.367865 -1.766423 1.226094
C5 2.777753 -2.951697 1.003009
C6 1.482768 -2.989478 0.530670
C7 0.814737 -1.787528 0.326318
C8 -0.603761 -1.863361 -0.163450
O2 -0.861903 -2.245130 -1.258257
O3 -1.478054 -1.479246 0.757459
C9 -2.713431 -0.936725 0.206273
C10 -3.332057 -0.023596 1.212755
F1 -3.526889 -0.710401 2.404661
H1 -1.434980 1.735161 -0.941636
H2 -0.545958 2.836539 -2.010507
H3 -0.624358 3.198864 -0.344279
H4 0.952606 1.476355 -2.864256
H5 2.053959 0.439407 -2.003648
H6 0.322226 0.001913 -2.205354
H7 -0.432521 0.598338 1.990569
H8 3.290392 0.297709 1.223896
H9 4.312922 -1.758610 1.583727
H10 3.336326 -3.850314 1.199401
H11 1.021986 -3.940250 0.325815
H12 -3.368289 -1.749123 -0.090293
H13 -2.479210 -0.354926 -0.681576
H14 -4.307416 0.318729 0.877794
H15 -2.712320 0.849972 1.402073
O4 -0.425123 5.059795 -1.830150
H16 -0.887832 5.829067 -1.481270

Forces on the atoms, in the same order (eV/Å):
C 0.229 0.457 0.078
N -1.174 -1.831 -0.169
C 0.289 0.843 -0.325
B 0.326 1.014 0.420
O -0.327 -0.277 -0.215
C 0.295 -0.234 -0.035
C -0.171 0.256 -0.138
N -0.317 -0.130 -0.021
C -0.468 -0.207 -0.247
C 0.675 0.246 0.157
C -0.118 -0.344 0.289
C 0.210 -0.079 0.447
O -0.183 -0.187 -0.900
O 0.013 0.907 0.010
C -0.202 -0.137 -0.269
C -0.096 -0.068 0.410
F 0.043 -0.002 0.111
H -0.034 -0.246 0.013
H 0.159 0.245 -0.022
H 0.067 0.194 0.005
H 0.105 0.100 -0.083
H 0.046 -0.185 0.161
H -0.005 -0.205 0.098
H 0.244 0.056 0.295
H 0.123 0.044 0.043
H 0.054 0.083 -0.014
H 0.227 0.012 0.069
H -0.118 -0.104 -0.007
H -0.043 -0.178 0.151
H 0.096 0.011 -0.162
H -0.066 0.018 -0.267
H 0.150 0.033 0.099
O -0.086 -0.183 0.131
H 0.055 0.075 -0.112



The following is a DFT calculation (ωB97M-V with the def2-TZVPD basis set) of one molecule with the formula C4H7NO at a distorted geometry.

Summary:
HOMO in eV: -7.394
Calculated total energy in Ha: -286.4751

Atoms and positions in Å:
O1 0.945271 0.222369 1.174103
C1 1.088694 0.213159 -0.297592
C2 0.062226 -0.781743 -0.823455
C3 -1.242491 -0.575807 -0.095748
C4 -1.620268 0.697780 0.333120
N1 -1.699791 1.752966 0.849936
H1 1.255547 1.083013 1.512501
H2 2.117832 -0.058462 -0.532478
H3 0.863072 1.227940 -0.634992
H4 0.406877 -1.803285 -0.613859
H5 0.068200 -0.664321 -1.917401
H6 -0.245188 0.045401 1.213688
H7 -1.999983 -1.359013 -0.167820

Forces on the atoms, in the same order (eV/Å):
O -0.553 0.100 -0.006
C 0.055 0.047 -0.157
C 0.210 0.065 -0.046
C 0.342 -0.068 0.799
C -0.024 1.348 0.364
N -0.219 -0.597 -0.701
H -0.485 -0.299 0.033
H -0.101 0.016 0.113
H 0.035 -0.139 -0.027
H -0.008 0.166 -0.108
H -0.159 0.037 0.082
H 0.571 -0.960 -0.663
H 0.335 0.285 0.317